DFT (ωB97M-V with the def2-TZVPD basis set) results for an isolated ion of composition C4H7N2O and charge +1.

The geometry in XYZ format:
```
14
C4H7N2O ωB97M-V with the def2-TZVPD basis set
C -0.42935 -0.93108 0.13090
C -1.81359 0.66365 -0.12602
C 0.30556 0.40909 0.63185
C 1.21845 1.10677 -0.28648
N -1.62689 -0.63685 -0.35432
N 0.14440 -2.10203 0.09268
O -0.90683 1.27259 0.48601
H -2.55037 1.28498 -0.64387
H 0.67446 0.16051 1.70155
H 0.63238 1.73627 -0.96665
H 1.82218 0.32416 -0.84210
H 1.87671 1.80897 0.12857
H 1.13409 -2.24381 0.32152
H -0.48120 -2.85322 -0.27363
```

As for the charge: +1. The HOMO energy comes out at -15.7 eV. As for the structure (SMILES): C[C@H]1OC=NC1=[NH2+].

Atomic partial charges in e from the Löwdin method, atoms 1 to 2:
1. C -0.273
2. C -0.109

---

DFT (ωB97M-V with the def2-TZVPD basis set) results for an isolated ion of composition C4H7N2O and charge +1.

The geometry in XYZ format:
```
14
C4H7N2O ωB97M-V with the def2-TZVPD basis set
C 2.33475 0.66053 0.17668
C -1.13877 0.43805 0.19158
C -0.65728 1.80294 0.04906
C -0.22118 -2.04769 -0.03390
N 1.19333 -0.21795 -0.28185
N 0.04507 -0.64909 -0.13236
O -2.12143 -0.11858 0.53723
H 3.17355 0.84338 -0.46995
H -0.50944 2.31891 1.02317
H -1.36956 2.46428 -0.45916
H 0.26394 1.67328 -0.62459
H -0.39340 -2.30444 1.01200
H -1.19182 -2.19732 -0.51637
H 0.59223 -2.66629 -0.47156
```

As for the charge: +1. The HOMO energy (spin up / spin down) comes out at -15.2 / -15.2 eV. As for the structure (SMILES): C#[N+]N(C)C(C)=O.

Atomic partial charges in e from the Löwdin method, atoms 1 to 2:
1. C 0.355
2. C -0.291

---

DFT (ωB97M-V with the def2-TZVPD basis set) results for an isolated ion of composition C4H7N2OS and charge +1.

The geometry in XYZ format:
```
15
C4H7N2OS ωB97M-V with the def2-TZVPD basis set
C -0.16611 -1.32856 0.22895
C -1.05568 -1.17942 -0.74337
C -0.52316 1.05945 -1.24887
C 0.69866 -0.05498 0.63735
N -1.21242 -0.04000 -1.53033
N 0.33499 1.12882 -0.19496
O 2.13230 -0.18826 0.58118
S 0.13988 0.28903 2.46616
H -0.12765 -2.16297 0.89104
H -1.78094 -1.96681 -1.06106
H -0.42999 1.93340 -1.89058
H -1.83993 -0.04563 -2.29617
H 1.07673 1.74439 -0.14593
H 2.41071 -0.76213 1.40983
H 0.34260 1.57367 2.89676
```

As for the charge: +1. The HOMO energy comes out at -13.2 eV. As for the structure (SMILES): O[C@]1(S)C=CNC=[NH+]1.

Atomic partial charges in e from the Löwdin method, atoms 1 to 2:
1. C -0.005
2. C -0.067

---

DFT (ωB97M-V with the def2-TZVPD basis set) results for the molecule C4H7N2P.

The geometry in XYZ format:
```
14
C4H7N2P ωB97M-V with the def2-TZVPD basis set
C 0.47050 -0.91043 -1.12748
C 0.52785 -1.14757 0.14963
C -0.74431 1.26297 -0.71187
C 0.02137 0.43606 -1.70774
N -0.92963 1.13689 0.56179
N -0.18190 0.37269 1.32212
P -0.85719 -0.12236 2.73085
H 0.56997 -1.80838 -1.78144
H 0.97761 -1.84577 0.86272
H -1.22196 2.09028 -1.14291
H 0.89690 1.12556 -1.88615
H -0.34899 0.35154 -2.70150
H 0.23111 -0.80433 3.18860
H -1.47753 -1.39943 2.35348
```

As for the charge: 0. The HOMO energy comes out at -8.1 eV.

Atomic partial charges in e from the Löwdin method, atoms 1 to 2:
1. C -0.154
2. C 0.070

---

DFT (ωB97M-V with the def2-TZVPD basis set) results for an isolated ion of composition C4H7N2S and charge +1.

The geometry in XYZ format:
```
14
C4H7N2S ωB97M-V with the def2-TZVPD basis set
C 0.50285 0.06664 1.22737
C 0.24266 -1.78246 -0.38805
C -0.41993 1.23460 0.97327
C 0.02204 1.88248 -0.34966
N 0.34095 -0.95181 0.43825
N -0.17070 -2.72496 -1.13080
S -0.32843 1.18757 -2.00795
H 1.20649 -0.07977 1.96300
H -1.45917 0.92068 1.13142
H -0.02844 2.01024 1.76555
H -0.59525 2.73469 -0.34729
H 1.18074 1.93237 -0.30718
H -0.97484 -3.32381 -1.04824
H 0.48104 -3.10647 -1.91969
```

As for the charge: +1. The HOMO energy (spin up / spin down) comes out at -13.1 / -12.6 eV. As for the structure (SMILES): [NH2+]=C=[N+]=CCC[S-].

Atomic partial charges in e from the Löwdin method, atoms 1 to 2:
1. C -0.034
2. C -0.096

---

DFT (ωB97M-V with the def2-TZVPD basis set) results for the molecule C4H7N3.

The geometry in XYZ format:
```
14
C4H7N3 ωB97M-V with the def2-TZVPD basis set
C 1.54508 -0.18050 0.76049
C 0.20632 -0.38510 -0.09501
C -0.03630 0.90426 -0.56838
N -0.18929 -1.62670 -0.72322
N 0.25841 1.70260 -1.52202
N -2.00798 -0.06934 0.82240
C -1.00151 0.65231 0.46495
H -0.28024 -1.52653 -1.73290
H -1.08724 -1.90762 -0.31523
H -0.37808 2.50342 -1.52471
H -2.59171 0.47806 1.46435
H 2.41476 -0.43722 0.15194
H 1.70745 0.78967 1.23664
H 1.44034 -0.89730 1.58071
```

As for the charge: 0. The HOMO energy (spin up / spin down) comes out at -8.4 / -8.4 eV. As for the structure (SMILES): [H]/N=C1\C(=N\[H])[C@@]1(C)N.

Atomic partial charges in e from the Löwdin method, atoms 1 to 2:
1. C -0.002
2. C -0.405

---

DFT (ωB97M-V with the def2-TZVPD basis set) results for the molecule C4H7N3.

The geometry in XYZ format:
```
14
C4H7N3 ωB97M-V with the def2-TZVPD basis set
C -1.60336 1.00360 0.07880
C -1.11652 -0.36323 0.45614
C 0.72432 -1.46468 0.39848
C 1.68194 -1.11918 -0.54249
N 1.94718 0.20852 -0.41304
N 1.18333 0.81712 0.44401
N 0.39201 -0.21763 0.91798
H -2.66015 0.95562 -0.19359
H -1.44553 1.68350 0.91456
H -1.03995 1.37244 -0.78518
H -1.60404 -0.83467 1.30765
H -1.28293 -1.05141 -0.39951
H 2.13258 -1.71754 -1.31456
H 2.69112 0.72753 -0.86925
```

As for the charge: 0. The HOMO energy comes out at -8.1 eV.

Atomic partial charges in e from the Löwdin method, atoms 1 to 2:
1. C -0.115
2. C -0.215

---

DFT (ωB97M-V with the def2-TZVPD basis set) results for the molecule C4H7N3.

The geometry in XYZ format:
```
14
C4H7N3 ωB97M-V with the def2-TZVPD basis set
C -0.83271 -0.16232 2.15479
N -0.08167 -0.15868 0.91487
C 0.83611 -1.07820 0.50109
C 1.27717 -0.76134 -0.77772
C 0.21945 0.82100 -2.32379
N 0.50898 0.36132 -0.97803
N -0.30426 0.74850 0.00250
H -1.55565 0.65285 2.13434
H -0.15483 -0.04726 3.00332
H -1.35445 -1.11934 2.23559
H 1.01612 -1.95815 1.10136
H -0.52647 1.61526 -2.29616
H 1.13518 1.13494 -2.82424
H -0.18296 -0.04858 -2.84792
```

As for the charge: 0. The HOMO energy comes out at -8.2 eV.

Atomic partial charges in e from the Löwdin method, atoms 1 to 2:
1. C -0.012
2. N -0.208

---

DFT (ωB97M-V with the def2-TZVPD basis set) results for the molecule C4H7N3.

The geometry in XYZ format:
```
14
C4H7N3 ωB97M-V with the def2-TZVPD basis set
C 0.20803 0.92663 -0.77383
C -0.77993 0.20538 -1.61888
N -0.37457 -1.19166 1.81412
C 0.24388 0.72106 0.70442
N -0.71536 0.03104 1.38076
C 1.50357 -0.12180 -0.07934
N 2.38888 -0.87316 -0.16334
H 0.57238 1.89440 -1.10848
H 0.60309 -1.42876 1.99092
H -1.17315 -1.75972 2.07572
H 0.67709 1.56311 1.26373
H -0.85709 -0.84676 -1.32159
H -1.78829 0.62037 -1.48762
H -0.50853 0.25986 -2.67659
```

As for the charge: 0. The HOMO energy (spin up / spin down) comes out at -8.1 / -7.0 eV.

Atomic partial charges in e from the Löwdin method, atoms 1 to 2:
1. C -0.182
2. C -0.093

---

DFT (ωB97M-V with the def2-TZVPD basis set) results for the molecule C4H7N3.

The geometry in XYZ format:
```
14
C4H7N3 ωB97M-V with the def2-TZVPD basis set
C -0.34863 -0.64376 0.07769
C 0.89950 -1.23076 0.06469
C 1.29737 0.96792 0.03358
C -0.08276 0.80446 0.02733
H -1.51455 -2.28420 0.01525
H -2.28846 -1.07630 0.77436
H 1.22102 -2.28207 -0.12676
H 2.81891 -0.35419 -0.25561
H 1.76002 1.91395 -0.12755
H -0.87288 2.61895 -0.12975
H -1.91249 1.36122 -0.51080
N -1.66236 -1.24741 -0.09433
N 1.84564 -0.24407 0.11552
N -1.16032 1.69626 0.13638
```

As for the charge: 0. The HOMO energy comes out at -7.4 eV. As for the structure (SMILES): Nc1c[nH]cc1N.

Atomic partial charges in e from the Löwdin method, atoms 1 to 2:
1. C -0.280
2. C -0.110

---

DFT (ωB97M-V with the def2-TZVPD basis set) results for the molecule C4H7N3.

The geometry in XYZ format:
```
14
C4H7N3 ωB97M-V with the def2-TZVPD basis set
C -3.50507 0.09982 -0.03329
C -2.16200 -0.27017 -0.11895
C 0.13178 -0.22331 0.08775
C 3.55453 0.00403 -0.10936
H -3.73040 1.12486 -0.00462
H -4.47381 -0.42563 0.17254
H -2.07496 -1.27789 -0.28083
H 0.27991 -1.35224 0.38922
H 1.26464 1.40272 0.13196
H 4.23625 -0.81604 -0.00438
H 3.87787 1.11511 -0.03084
N -1.03295 0.43754 -0.15182
N 1.27279 0.46918 0.06388
N 2.36143 -0.28797 -0.11127
```

As for the charge: 0. The HOMO energy comes out at -7.9 eV. As for the structure (SMILES): C=C/N=C/NN=C.

Atomic partial charges in e from the Löwdin method, atoms 1 to 2:
1. C 0.017
2. C -0.321

---

DFT (ωB97M-V with the def2-TZVPD basis set) results for the molecule C4H7N3.

The geometry in XYZ format:
```
14
C4H7N3 ωB97M-V with the def2-TZVPD basis set
C 1.03806 -0.59573 -1.84072
C 0.24878 0.18024 -0.79111
N 0.26195 -0.46004 0.53200
C -0.51548 0.17595 1.49248
N -0.02566 0.71090 2.53662
C -1.95455 0.16288 1.20703
N -3.09082 0.16768 0.99617
H 0.44552 -1.40857 -2.26707
H 1.96227 -1.02022 -1.43135
H 1.32744 0.07879 -2.65348
H -0.79164 0.28487 -1.10899
H 0.64308 1.19868 -0.70363
H 1.20911 -0.55366 0.89073
H -0.75806 1.07823 3.14133
```

As for the charge: 0. The HOMO energy comes out at -10.1 eV. As for the structure (SMILES): [H]/N=C(\C#N)NCC.

Atomic partial charges in e from the Löwdin method, atoms 1 to 2:
1. C -0.088
2. C -0.263

---

DFT (ωB97M-V with the def2-TZVPD basis set) results for the molecule C4H7N3.

The geometry in XYZ format:
```
14
C4H7N3 ωB97M-V with the def2-TZVPD basis set
N -2.38890 -0.54358 -0.00103
C -1.17578 0.18257 0.25810
C 0.02556 -0.65826 0.60818
C 1.10208 -0.01915 0.11805
N 2.45663 -0.30256 0.22888
C 0.58168 1.16067 -0.61204
N -0.69161 1.19930 -0.70836
H -3.11737 0.11878 -0.24360
H -2.29369 -1.19849 -0.77140
H 0.01260 -1.58897 1.16870
H 3.02984 0.06679 -0.51811
H 2.65718 -1.27939 0.39544
H 1.19757 1.97396 -1.00038
H -1.39579 0.88833 1.07756
```

As for the charge: 0. The HOMO energy comes out at -8.4 eV. As for the structure (SMILES): NC1=C[C@H](N)N=C1.

Atomic partial charges in e from the Löwdin method, atoms 1 to 2:
1. N 0.049
2. C -0.456

---

DFT (ωB97M-V with the def2-TZVPD basis set) results for the molecule C4H7N3.

The geometry in XYZ format:
```
14
C4H7N3 ωB97M-V with the def2-TZVPD basis set
C -2.13789 0.41790 -0.12212
C -0.75072 -0.15941 -0.37612
N 0.20408 0.22869 0.66739
C 1.51136 -0.17352 0.46082
N 2.13783 -0.92024 1.27988
C 2.10575 0.36078 -0.77024
N 2.57585 0.77761 -1.74097
H -2.20530 1.44338 -0.49140
H -2.40638 0.41623 0.94027
H -2.89075 -0.18696 -0.63296
H -0.36716 0.18909 -1.34196
H -0.79067 -1.25338 -0.45030
H -0.08867 -0.08392 1.59052
H 3.10267 -1.05626 0.98717
```

As for the charge: 0. The HOMO energy comes out at -10.0 eV. As for the structure (SMILES): [H]/N=C(\C#N)NCC.

Atomic partial charges in e from the Löwdin method, atoms 1 to 2:
1. C -0.087
2. C -0.262

---

DFT (ωB97M-V with the def2-TZVPD basis set) results for a 2-piece molecular cluster, C4H7N3 overall.

The geometry in XYZ format:
```
14
C4H7N3 ωB97M-V with the def2-TZVPD basis set
C -0.51005 0.07594 0.03812
C -0.98845 -1.31021 0.38108
N -0.74198 1.05099 1.03234
C -0.20969 0.38918 -1.21953
N 0.23551 0.72918 -2.30639
C 2.15357 0.03026 0.27113
N 2.21429 0.25271 1.39376
H -0.31913 1.94306 0.80806
H -0.40688 0.73568 1.93684
H -0.37262 1.18558 -2.98518
H 2.26045 -0.12065 -0.78340
H -0.91521 -1.97178 -0.47806
H -2.02153 -1.27202 0.72296
H -0.37828 -1.71793 1.18827
```

As for the charge: 0. The HOMO energy comes out at -7.8 eV. As for the structure (SMILES): CC(N)=C=N.C#N.

Atomic partial charges in e from the Löwdin method, atoms 1 to 2:
1. C -0.460
2. C -0.051

---

DFT (ωB97M-V with the def2-TZVPD basis set) results for the molecule C4H7N3.

The geometry in XYZ format:
```
14
C4H7N3 ωB97M-V with the def2-TZVPD basis set
C -1.64567 0.87106 -0.02034
C -0.67915 -0.29571 -0.12090
N 0.20630 -0.26764 -1.30052
C 1.39331 -0.32512 -0.56713
N 2.59044 -0.47248 -0.93934
C 0.60834 -0.21712 0.71674
N 0.97255 -0.14834 1.91936
H -2.44091 0.78260 -0.76757
H -1.11281 1.81091 -0.19367
H -2.11376 0.90733 0.96982
H -1.19156 -1.25914 0.01350
H 0.16478 -0.12400 2.54647
H 0.05571 -0.80923 -2.14034
H 3.19242 -0.45312 -0.11608
```

As for the charge: 0. The HOMO energy comes out at -9.4 eV. As for the structure (SMILES): [H]/N=C1/N[C@H](C)/C1=N\[H].

Atomic partial charges in e from the Löwdin method, atoms 1 to 2:
1. C -0.055
2. C -0.303

---

DFT (ωB97M-V with the def2-TZVPD basis set) results for the molecule C4H7N3.

The geometry in XYZ format:
```
14
C4H7N3 ωB97M-V with the def2-TZVPD basis set
C 2.29408 -0.09755 -0.04145
N 0.90314 0.15574 0.22931
C 0.03521 1.07569 -0.24532
C -1.19750 0.68566 0.31716
C -2.39786 -0.09458 -0.30782
N -0.89428 -0.31045 1.20892
N 0.31312 -0.68631 1.08631
H 2.41906 -1.18342 -0.00732
H 2.90311 0.36483 0.73438
H 2.56282 0.27313 -1.03085
H 0.43653 1.90014 -0.83812
H -2.15066 -1.18223 -0.34034
H -3.29736 -0.03015 0.30187
H -2.51803 0.22629 -1.32770
```

As for the charge: 0. The HOMO energy comes out at -8.7 eV. As for the structure (SMILES): Cc1cn(C)nn1.

Atomic partial charges in e from the Löwdin method, atoms 1 to 2:
1. C -0.026
2. N -0.209

---

DFT (ωB97M-V with the def2-TZVPD basis set) results for the molecule C4H7N3.

The geometry in XYZ format:
```
14
C4H7N3 ωB97M-V with the def2-TZVPD basis set
C 0.45713 -1.47880 -1.09024
N -1.82225 -0.75709 -0.06594
C -0.86519 0.06559 0.16152
N 0.33328 -0.13745 -0.51525
N 1.35599 0.59317 0.14715
C 0.67804 1.49189 0.97339
C -0.63124 1.20191 1.05481
H 0.34188 -2.26911 -0.33496
H -0.41440 -1.60640 -1.74513
H 1.37852 -1.60203 -1.66052
H -2.67583 -0.49418 0.40267
H 2.00900 1.04232 -0.49389
H 1.21959 2.30197 1.45353
H -1.36454 1.64820 1.71286
```

As for the charge: 0. The HOMO energy comes out at -7.9 eV. As for the structure (SMILES): [H]/N=c1\cc[nH]n1C.

Atomic partial charges in e from the Löwdin method, atoms 1 to 2:
1. C -0.057
2. N 0.095

---

Q: Which ΔE to the lowest compared entry with this formula, charge and spin values were calculated for the entries above? A: 1.368; 6.835; 1.074; 4.317; 4.761; 4.783; 4.656; 2.875; 5.399; 0.707; 3.837; 0.666; 0.741; 0.637; 2.213; 1.036; 2.945; 1.400, in eV.
Q: Which max |F| values were calculated for the entries above? A: 3.4; 9.0; 4.9; 5.8; 4.6; 4.4; 1.3; 0.5; 4.8; 3.8; 5.4; 1.0; 0.4; 1.1; 1.6; 0.5; 1.7; 0.5, in eV/A.
Q: Which DFT total energy values were calculated for the entries above? A: -9281.4222; -9275.9546; -20116.4131; -16525.4930; -18065.6316; -8726.8965; -8727.0232; -8728.8048; -8726.2805; -8730.9727; -8727.8421; -8731.0136; -8730.9386; -8731.0423; -8729.4662; -8730.6432; -8728.7347; -8730.2797, in eV.